[1]
{"formula": "C5H14N3", "method": "ωB97M-V/def2-TZVPD", "e_above_lowest_ev": 3.284, "charge": 1, "e_homo_ev": -13.50, "elements": ["N", "N", "N", "C", "C", "C", "C", "C", "H", "H", "H", "H", "H", "H", "H", "H", "H", "H", "H", "H", "H", "H"], "xyz": [[-1.280, 1.063, -2.253], [-0.542, -0.619, 0.057], [-1.579, 2.056, -0.160], [1.695, 0.416, 0.594], [-1.225, 1.109, -0.965], [0.369, -0.180, 1.063], [0.605, -1.415, 1.959], [-0.045, -1.425, -1.000], [-0.971, 0.241, -2.753], [0.817, -1.021, -1.538], [2.250, 0.785, 1.451], [1.080, -1.096, 2.882], [-1.674, 1.822, -2.803], [0.269, -2.372, -0.550], [1.255, -2.129, 1.461], [-0.340, -1.897, 2.198], [2.309, -0.327, 0.093], [-0.167, 0.552, 1.679], [-0.855, -1.664, -1.691], [1.519, 1.248, -0.088], [-1.482, 1.929, 0.838], [-2.005, 2.924, -0.476]], "nbo_charge": [-0.761, -0.242, -0.758, -0.637, 0.627, -0.089, -0.598, -0.481, 0.439, 0.197, 0.241, 0.241, 0.422, 0.261, 0.214, 0.235, 0.219, 0.190, 0.215, 0.208, 0.437, 0.421]}

---

[2]
{"formula": "C5H14N3", "method": "ωB97M-V/def2-TZVPD", "e_above_lowest_ev": 4.651, "charge": 1, "e_homo_ev": -13.30, "elements": ["N", "N", "N", "C", "C", "C", "C", "C", "H", "H", "H", "H", "H", "H", "H", "H", "H", "H", "H", "H", "H", "H"], "xyz": [[0.505, -3.158, 0.458], [3.040, 0.104, -0.572], [0.894, 0.221, 1.438], [-3.080, 1.006, -0.148], [1.794, 0.625, -0.738], [-0.554, 1.440, -0.061], [0.756, 0.738, 0.250], [-1.708, 0.430, 0.146], [1.813, 1.270, -1.617], [0.620, -3.228, -0.544], [-0.700, 2.186, 0.702], [0.650, -4.095, 0.815], [1.797, -0.266, 1.355], [-1.434, -0.465, -0.433], [3.724, 0.807, -0.838], [-3.021, 2.088, -0.011], [-3.900, 0.813, 0.533], [-1.690, 0.144, 1.224], [-3.481, 0.872, -1.154], [3.382, -0.845, -0.670], [-0.555, 1.854, -1.060], [1.150, -2.542, 0.925]], "nbo_charge": [-1.075, -0.738, -0.308, -0.631, 0.349, -0.452, 0.125, -0.385, 0.225, 0.361, 0.253, 0.380, 0.328, 0.206, 0.434, 0.208, 0.240, 0.231, 0.225, 0.467, 0.220, 0.339]}

---

[3]
{"formula": "C5H14N3", "method": "ωB97M-V/def2-TZVPD", "e_above_lowest_ev": 3.337, "charge": 1, "smiles": "[H]/N=C/[C@@H](NC)[NH+](C)C", "e_homo_ev": -13.37, "elements": ["N", "N", "N", "C", "C", "C", "C", "C", "H", "H", "H", "H", "H", "H", "H", "H", "H", "H", "H", "H", "H", "H"], "xyz": [[0.530, -1.823, 1.459], [0.247, 1.513, 0.620], [-0.606, -0.651, -0.420], [1.622, 1.610, 0.313], [-1.965, -0.837, -0.835], [-0.404, 0.271, 0.822], [0.367, -0.596, 1.827], [0.254, -0.506, -1.675], [0.330, -1.442, -2.194], [2.068, 2.619, 0.615], [-0.155, -1.480, -0.049], [1.302, -0.434, -1.421], [1.828, 1.483, -0.750], [-2.687, -1.154, 0.059], [1.159, -2.433, 2.091], [-1.869, -1.747, -1.628], [-1.407, 0.465, 1.344], [0.501, -0.358, 2.913], [-0.065, 0.279, -2.319], [-0.327, 2.264, 0.217], [-2.518, -0.029, -1.285], [2.040, 0.850, 0.955]], "nbo_charge": [-0.658, -0.624, -0.434, -0.412, -0.441, 0.062, 0.114, -0.426, 0.240, 0.233, 0.475, 0.238, 0.182, 0.243, 0.406, 0.239, 0.256, 0.238, 0.234, 0.395, 0.243, 0.198]}

---

[4]
{"formula": "C5H14N3Si", "method": "ωB97M-V/def2-TZVPD", "e_above_lowest_ev": 4.545, "charge": 1, "e_homo_ev": [-12.89, -12.89], "elements": ["Si", "N", "N", "N", "C", "C", "C", "C", "C", "H", "H", "H", "H", "H", "H", "H", "H", "H", "H", "H", "H", "H", "H"], "xyz": [[-2.471, -0.043, -1.051], [0.858, 1.081, -0.688], [-0.354, -0.725, 0.814], [0.836, -0.405, 1.370], [0.616, 1.762, -1.718], [1.705, 2.619, -2.321], [-1.233, -1.575, 1.743], [-0.745, -0.213, -0.308], [1.478, -1.165, 2.415], [1.460, 3.651, -2.295], [2.537, -0.859, 2.275], [1.275, -2.172, 2.288], [-1.028, -2.577, 1.604], [-0.225, 1.732, -2.361], [-0.963, -1.366, 2.683], [-3.037, -1.491, -1.360], [-2.197, -1.437, 1.399], [1.414, 0.271, 0.798], [-2.015, 0.813, -2.101], [2.728, 2.564, -1.989], [1.155, -1.005, 3.390], [-3.186, 0.318, 0.229], [1.912, 2.202, -3.258]], "nbo_charge": [0.803, -0.393, -0.116, -0.413, 0.145, -0.677, -0.381, 0.033, -0.419, 0.250, 0.243, 0.200, 0.232, 0.192, 0.229, -0.085, 0.229, 0.460, -0.127, 0.247, 0.204, -0.105, 0.248]}

---

[5]
{"formula": "C5H14N4", "method": "ωB97M-V/def2-TZVPD", "e_above_lowest_ev": 0.140, "charge": 0, "smiles": "[H]/N=C(/N)[C@@H](N)N(C)CC", "e_homo_ev": -8.68, "elements": ["N", "N", "N", "N", "C", "C", "C", "C", "C", "H", "H", "H", "H", "H", "H", "H", "H", "H", "H", "H", "H", "H", "H"], "xyz": [[-2.573, 1.821, 0.472], [0.263, -0.508, -0.065], [-0.119, 1.058, 1.750], [-2.436, -0.088, -0.782], [-0.307, 0.779, 0.335], [-1.843, 0.847, 0.015], [-0.118, -1.659, 0.749], [1.714, -0.458, -0.283], [2.038, 0.048, -1.683], [2.150, -1.462, -0.200], [-1.802, -0.599, -1.387], [-3.301, 0.230, -1.201], [3.120, 0.017, -1.850], [0.134, 1.598, -0.245], [2.224, 0.156, 0.468], [-1.195, -1.698, 0.942], [0.124, -2.584, 0.210], [1.566, -0.583, -2.444], [-1.960, 2.403, 1.064], [0.858, 0.919, 1.982], [1.706, 1.079, -1.836], [0.404, -1.684, 1.711], [-0.648, 0.368, 2.280]], "nbo_charge": [-0.719, -0.485, -0.835, -0.820, 0.043, 0.420, -0.429, -0.215, -0.608, 0.201, 0.396, 0.401, 0.209, 0.211, 0.163, 0.217, 0.207, 0.211, 0.347, 0.356, 0.202, 0.167, 0.360]}

---

[6]
{"formula": "C5H14N4", "method": "ωB97M-V/def2-TZVPD", "e_above_lowest_ev": 4.907, "charge": 2, "e_homo_ev": [-17.74, -17.51], "elements": ["N", "N", "N", "N", "C", "C", "C", "C", "C", "H", "H", "H", "H", "H", "H", "H", "H", "H", "H", "H", "H", "H", "H"], "xyz": [[-2.495, -1.405, -0.208], [2.149, -1.754, -0.041], [-2.373, 1.680, -0.944], [-1.528, 0.596, 0.618], [-0.164, -1.343, -0.081], [2.338, 1.269, 0.867], [1.559, 0.544, -0.308], [1.167, -0.883, -0.142], [-1.378, -0.778, 0.149], [-0.686, 1.255, 0.430], [-0.270, -2.401, -0.392], [0.715, 1.034, -0.853], [2.350, 0.613, -1.088], [-2.517, 2.606, -0.526], [-2.569, -2.247, -0.653], [1.830, 1.508, 1.758], [2.793, 2.123, 0.528], [1.940, -2.791, -0.119], [3.092, -1.339, -0.163], [-3.400, -1.155, 0.306], [-3.315, 1.527, -1.326], [-2.352, 0.792, 1.158], [3.114, 0.549, 1.030]], "nbo_charge": [-0.727, -0.619, -0.483, -0.509, -0.334, -0.563, -0.524, 0.421, 0.426, 0.496, 0.256, 0.225, 0.290, 0.355, 0.438, 0.229, 0.250, 0.457, 0.447, 0.425, 0.375, 0.456, 0.213]}

---

Number 1: M 116.19 g mol⁻¹. Number 2: M 116.19 g mol⁻¹. Number 3: M 116.19 g mol⁻¹. Number 4: M 144.27 g mol⁻¹. Number 5: M 130.19 g mol⁻¹. Number 6: M 130.19 g mol⁻¹.